No. 1
ORCA calculation (ωB97M-V/def2-TZVPD) on a cluster of 4 separate species, C22H48FNO10 in total.

Computed properties:
Strongest force on any atom, eV/Å: 2.3
SMILES string: CCOCCOC[C@H]1OC(=O)[C@H](F)[C@@H]1CN.COCCOC.COCCOC.COCCOC
2S+1: 1
HOMO level, eV: -9.27
Lowest unoccupied orbital energy, eV: 0.221
Calculated total energy, eV: -48269.67363

Last column: Löwdin charge in e.
Geometry (Å):
C1 1.37 0.37 -1.88  -0.045
C2 2.37 1.51 -2.11  -0.236
O1 1.79 2.70 -2.61  -0.134
C3 0.96 3.33 -1.69  -0.209
C4 0.06 4.36 -2.39  -0.163
O2 -0.14 4.13 -3.76  -0.087
C5 -0.79 2.93 -4.10  -0.140
C6 -2.26 2.85 -3.73  -0.188
O3 -2.79 1.79 -4.56  0.063
C7 -2.77 0.64 -3.83  -0.375
O4 -2.43 -0.45 -4.24  0.142
C8 -3.21 1.04 -2.41  -0.193
F1 -4.58 1.15 -2.35  0.040
C9 -2.53 2.38 -2.26  -0.194
C10 -3.23 3.41 -1.37  -0.221
N1 -2.89 3.32 0.06  0.019
H1 0.35 0.69 -2.07  0.051
H2 1.39 0.09 -0.83  0.068
H3 1.57 -0.48 -2.51  0.064
H4 2.96 1.70 -1.21  0.116
H5 3.08 1.20 -2.87  0.117
H6 1.53 3.88 -0.93  0.130
H7 0.35 2.61 -1.13  0.098
H8 0.54 5.33 -2.34  0.129
H9 -0.88 4.45 -1.85  0.097
H10 -0.26 2.06 -3.71  0.123
H11 -0.74 2.87 -5.18  0.145
H12 -2.78 3.78 -3.91  0.162
H13 -2.86 0.29 -1.70  0.160
H14 -1.55 2.19 -1.82  0.115
H15 -2.96 4.40 -1.70  0.107
H16 -4.31 3.29 -1.44  0.116
H17 -1.89 3.44 0.16  0.053
H18 -3.07 2.38 0.38  0.067
C11 4.71 -2.75 -6.54  -0.112
O5 3.60 -3.63 -6.51  -0.188
C12 3.00 -3.74 -5.24  -0.208
C13 1.73 -2.92 -5.14  -0.205
O6 2.00 -1.53 -5.22  -0.205
C14 1.71 -0.96 -6.48  -0.104
H19 4.99 -2.60 -7.58  0.089
H20 4.47 -1.78 -6.09  0.082
H21 5.56 -3.19 -6.01  0.088
H22 3.70 -3.44 -4.45  0.125
H23 2.75 -4.79 -5.08  0.125
H24 1.26 -3.11 -4.17  0.124
H25 1.03 -3.21 -5.93  0.128
H26 0.63 -0.91 -6.64  0.090
H27 2.17 -1.54 -7.29  0.084
H28 2.12 0.05 -6.49  0.089
C15 3.79 -1.11 3.26  -0.111
O7 2.75 -1.07 2.30  -0.197
C16 2.37 -2.34 1.81  -0.207
C17 1.09 -2.83 2.46  -0.209
O8 1.26 -3.08 3.84  -0.186
C18 0.75 -2.05 4.67  -0.102
H29 3.88 -0.12 3.69  0.088
H30 3.56 -1.83 4.06  0.084
H31 4.74 -1.38 2.79  0.089
H32 3.17 -3.07 1.97  0.126
H33 2.21 -2.25 0.73  0.119
H34 0.79 -3.77 1.98  0.126
H35 0.29 -2.10 2.30  0.125
H36 -0.34 -2.05 4.66  0.076
H37 1.12 -1.07 4.37  0.085
H38 1.08 -2.26 5.69  0.093
C19 -3.95 -0.95 9.28  -0.111
O9 -3.84 0.27 8.57  -0.189
C20 -2.50 0.69 8.36  -0.207
C21 -2.04 0.40 6.96  -0.204
O10 -1.95 -1.00 6.71  -0.204
C22 -3.04 -1.51 5.97  -0.116
H39 -4.99 -1.27 9.23  0.089
H40 -3.32 -1.73 8.84  0.083
H41 -3.67 -0.81 10.33  0.089
H42 -1.83 0.21 9.09  0.126
H43 -2.47 1.77 8.53  0.126
H44 -1.04 0.82 6.82  0.125
H45 -2.71 0.87 6.23  0.127
H46 -2.99 -1.17 4.92  0.086
H47 -4.00 -1.20 6.39  0.085
H48 -2.98 -2.59 5.99  0.091

=====

No. 2
ORCA calculation (ωB97M-V/def2-TZVPD) on the molecule C19H28N2O4S.

Computed properties:
Relative energy (zero: lowest compared OMol25 entry of this formula, charge and spin), kcal/mol: 433.65
Strongest force on any atom, eV/Å: 14.8
SMILES string: COc1ccc(C)cc1S(=O)(=O)N1CCC(C(=O)NC2CCCC2)CC1
2S+1: 1
HOMO level, eV: -8.22
Lowest unoccupied orbital energy, eV: 0.309
Calculated total energy, eV: -42145.87048

Last column: Löwdin charge in e.
Geometry (Å):
C1 -0.77 4.23 2.02  -0.216
O1 -0.94 2.98 2.17  -0.087
C2 -0.03 2.29 3.01  -0.136
C3 1.18 2.96 3.69  0.070
C4 1.82 2.00 4.53  -0.006
C5 1.59 0.52 4.73  -0.259
C6 2.40 -0.11 5.81  -0.044
C7 0.46 0.26 3.97  -0.065
C8 -0.31 0.97 3.07  -0.250
S1 -1.63 0.08 2.35  0.822
O2 -1.95 -1.25 2.79  -0.264
O3 -2.89 0.97 2.18  -0.330
N1 -1.01 -0.05 0.76  -0.297
C9 -0.15 -0.98 0.52  -0.301
C10 -0.11 -1.72 -0.91  -0.032
C11 -0.35 -0.35 -1.88  -0.235
C12 -0.47 -1.22 -3.32  -0.511
O4 -1.44 -1.37 -3.84  0.159
N2 0.66 -1.47 -4.05  0.041
C13 0.77 -2.11 -5.28  -0.187
C14 1.35 -0.75 -6.42  0.020
C15 2.83 -1.07 -6.14  -0.224
C16 3.11 -2.40 -5.41  -0.299
C17 1.96 -3.12 -5.25  -0.225
C18 -1.53 0.16 -1.54  -0.221
C19 -1.46 0.85 -0.30  -0.155
H1 -1.53 4.63 1.39  0.099
H2 0.17 4.77 1.69  0.116
H3 -0.87 4.70 3.02  0.107
H4 1.17 3.95 3.56  0.042
H5 2.50 2.62 5.10  0.096
H6 2.22 0.21 6.89  0.114
H7 3.31 0.20 5.50  0.028
H8 2.04 -1.22 5.48  0.140
H9 0.24 -0.84 4.30  0.151
H10 0.92 -0.28 0.58  0.175
H11 -0.11 -1.71 1.14  0.042
H12 0.90 -2.25 -0.99  0.133
H13 -0.97 -2.31 -0.96  0.088
H14 0.81 0.09 -1.93  0.196
H15 1.51 -1.04 -3.56  0.170
H16 -0.14 -2.06 -5.54  0.061
H17 1.09 0.06 -6.11  -0.003
H18 1.34 -1.36 -7.26  0.079
H19 3.51 -1.28 -7.13  0.144
H20 3.40 -0.36 -5.50  0.100
H21 3.96 -3.01 -5.97  0.148
H22 3.59 -2.28 -4.37  0.132
H23 1.80 -3.73 -4.35  0.120
H24 1.42 -3.74 -6.09  0.161
H25 -2.40 -0.21 -1.72  0.087
H26 -1.48 1.17 -2.40  0.233
H27 -0.43 1.49 0.01  0.197
H28 -2.32 1.26 0.03  0.078

=====

No. 3
ORCA calculation (ωB97M-V/def2-TZVPD) on a structure of composition C3H3O3Ru.

Computed properties:
Relative energy (zero: lowest compared OMol25 entry of this formula, charge and spin), kcal/mol: 44.04
Charge: +1
Strongest force on any atom, eV/Å: 4.4
2S+1: 7
<S²>: 12.01
HOMO level (alpha / beta), eV: -11.24 / -14.39
Lowest unoccupied orbital energy (alpha / beta), eV: -6.291 / -8.825
Calculated total energy, eV: -11868.24118

Last column: Löwdin charge in e.
Geometry (Å):
C1 -0.48 0.84 -0.88  -0.677
C2 1.14 -1.05 0.20  0.245
O1 0.34 0.20 -1.54  0.176
O2 -0.61 0.49 0.46  -0.231
C3 0.02 -0.71 0.93  0.036
H1 1.22 -2.08 -0.14  0.137
H2 2.01 -0.40 0.21  0.139
H3 -0.77 -1.44 1.08  0.167
O3 -1.04 1.94 -1.09  -0.116
Ru1 -1.82 2.21 0.77  1.124